119
Properties=species:S:1:pos:R:3:forces:R:3 method="wB97M-V/def2-TZVPD" charge=-1 relative_energy_kj_mol=30.4 molar_mass_g_mol=771.37 e_lumo_ev=1.7 homo_energy_ev=-8.7967 homo_lumo_gap_ha=0.3871
B -0.604 -0.116 -0.031 0.22 -0.84 0.57
F -1.518 -0.169 -1.071 -0.37 -0.59 -0.48
F 0.632 -0.649 -0.406 -0.28 -0.23 -0.10
F -0.450 1.219 0.272 0.28 1.30 0.78
F -1.073 -0.814 1.147 0.02 0.29 -0.62
O 4.954 -3.688 0.192 -0.22 0.21 -0.30
H 4.872 -3.304 -0.711 -0.04 -0.48 0.54
H 4.096 -4.127 0.326 0.26 0.30 -0.28
O 4.647 3.684 -0.630 -2.23 0.94 -0.21
H 5.265 3.762 0.047 1.66 0.41 1.92
H 5.073 3.179 -1.290 0.70 -1.45 -1.66
O -3.287 -2.507 -1.051 -0.12 -0.74 0.46
H -2.902 -1.864 -1.628 0.46 0.62 -0.47
H -3.798 -1.967 -0.438 -0.39 0.06 0.05
O 2.123 2.587 -0.353 -0.69 -0.34 0.15
H 2.953 2.906 -0.002 0.75 0.64 -0.08
H 2.271 1.632 -0.351 -0.28 -0.43 -0.18
O -4.051 3.463 -2.899 -0.58 -1.50 0.00
H -4.429 4.132 -2.350 -0.10 0.71 0.47
H -3.374 3.835 -3.455 0.59 0.55 -0.66
O 4.123 -2.139 3.525 0.42 0.33 0.09
H 3.850 -3.019 3.271 -0.23 -0.23 0.15
H 3.455 -1.736 4.126 0.23 -0.18 -0.28
O -4.021 -1.040 1.645 0.09 0.17 0.76
H -4.249 -0.523 2.433 -0.28 -0.08 -0.35
H -3.068 -0.919 1.601 0.57 -0.08 -0.30
O -0.946 4.909 -1.165 -0.02 -0.48 -0.01
H -0.542 4.225 -1.746 -0.28 0.32 0.28
H -1.626 4.413 -0.674 -0.04 0.04 -0.47
O 4.691 -3.148 -2.702 -0.65 -0.57 0.66
H 3.970 -2.542 -2.938 0.33 0.08 -0.21
H 5.538 -2.886 -3.042 0.15 0.58 -0.41
O -2.825 2.508 -0.564 -0.26 0.09 -1.10
H -2.911 2.232 -1.512 -0.07 0.44 1.15
H -1.998 2.152 -0.240 0.47 -0.48 0.03
O -2.122 3.896 -4.870 1.24 -0.39 1.05
H -2.382 3.399 -5.644 0.03 -0.30 -0.15
H -1.367 3.402 -4.419 -1.05 0.69 -0.71
O -4.273 0.129 -3.260 0.58 -1.42 -0.06
H -4.560 1.017 -3.127 -0.34 1.15 0.26
H -4.629 -0.392 -2.522 -0.19 0.25 -0.06
O 3.302 0.066 -1.390 0.05 0.15 -0.47
H 3.333 -0.489 -0.605 -0.15 -0.39 0.47
H 2.830 -0.476 -2.059 0.00 0.05 0.29
O -5.830 -0.941 -0.532 -0.11 0.53 0.64
H -5.485 -0.377 0.215 -0.69 -0.75 -0.67
H -6.660 -1.348 -0.211 0.84 0.37 -0.13
O -1.566 3.954 3.121 0.08 0.26 -0.38
H -1.035 4.312 2.380 -0.02 -0.11 0.40
H -0.979 3.280 3.493 -0.11 -0.13 -0.21
O 2.223 4.805 3.261 0.00 -0.58 0.56
H 1.624 4.136 3.621 0.27 0.04 0.34
H 1.715 5.031 2.482 -0.15 0.49 -0.75
O -4.865 -3.837 1.346 -0.64 -0.80 1.25
H -4.592 -3.031 1.782 0.16 0.59 -0.10
H -4.385 -3.879 0.539 0.59 0.14 -1.23
O 2.784 -0.548 5.182 0.42 0.84 0.28
H 3.063 0.365 4.945 -0.32 -0.92 -0.11
H 1.850 -0.491 5.405 -0.30 0.05 -0.21
O -0.243 -0.481 5.120 0.44 0.67 -0.26
H -0.359 -1.374 4.773 -0.15 -0.63 0.12
H -0.458 -0.499 6.049 -0.26 -0.12 0.29
O -3.967 2.866 1.892 -0.22 0.14 0.56
H -3.186 3.320 2.258 -0.02 -0.19 0.12
H -3.725 2.540 1.020 0.27 0.12 -0.42
O 2.640 3.012 -3.024 -0.44 -0.84 -0.31
H 3.002 3.891 -2.966 0.15 0.49 0.18
H 2.425 2.744 -2.104 0.23 0.40 0.24
O 2.028 -3.570 -0.031 0.22 -0.45 0.68
H 1.524 -3.446 -0.833 -0.19 0.32 -0.49
H 2.213 -2.682 0.365 -0.19 -0.34 -0.19
O 0.494 4.688 1.154 0.35 -1.52 0.02
H 0.799 3.804 0.804 -0.18 1.05 0.36
H -0.022 5.022 0.412 -0.09 0.33 -0.65
O 5.119 1.630 -2.693 -1.18 -0.91 0.24
H 4.170 1.802 -2.970 1.41 0.03 0.34
H 4.995 0.783 -2.176 0.03 1.27 -0.62
O 2.921 1.171 2.743 -0.07 -0.44 0.04
H 2.173 1.790 2.817 0.21 -0.12 -0.09
H 3.703 1.623 2.426 0.09 0.36 0.03
O -6.054 1.181 1.624 0.80 0.38 0.73
H -6.430 1.795 1.003 -0.53 0.20 -0.55
H -5.354 1.770 2.020 -0.37 -0.63 -0.17
O -1.342 -1.514 -4.058 0.07 -0.82 0.74
H -2.118 -1.073 -3.680 0.03 -0.08 -0.06
H -1.160 -2.304 -3.479 -0.23 1.07 -0.74
O 0.296 1.689 3.100 0.49 1.68 -1.37
H 0.037 1.023 3.698 -0.53 -1.63 1.26
H 0.100 1.378 2.200 -0.18 0.02 0.21
O -5.121 -5.130 -2.679 0.03 -0.35 0.29
H -5.360 -4.749 -3.533 0.60 -0.04 0.20
H -4.158 -5.243 -2.595 -0.64 0.41 -0.47
O 6.448 0.014 3.441 0.07 -0.62 -1.58
H 6.021 -0.811 3.716 -0.22 0.08 0.25
H 6.550 -0.177 2.472 -0.01 0.49 1.27
O -0.139 2.702 -2.985 -2.01 -0.24 0.18
H 0.791 2.649 -3.170 1.16 -0.24 -0.26
H -0.493 1.820 -2.750 0.63 0.54 -0.11
O -0.444 -2.973 3.781 -0.04 -0.15 0.48
H -1.054 -3.691 3.506 0.07 0.10 0.08
H -0.532 -2.301 3.111 -0.03 0.21 -0.84
O -0.207 -3.244 -1.750 0.01 -0.17 -0.39
H -0.486 -3.955 -1.159 -0.14 -0.18 -0.01
H -0.521 -2.450 -1.315 -0.20 0.43 0.40
O 2.990 -1.429 1.053 0.70 0.73 0.33
H 2.700 -0.702 1.638 0.05 -0.21 -0.11
H 3.835 -1.728 1.452 -0.54 0.04 -0.07
O 0.060 -5.426 0.658 -1.52 -0.73 0.09
H 0.367 -6.333 0.741 0.33 0.27 -0.13
H 0.796 -4.822 0.573 1.17 0.54 0.09
O 2.021 -1.724 -3.150 -0.91 -0.03 0.51
H 1.209 -1.956 -2.616 1.25 0.27 -0.92
H 1.703 -1.159 -3.896 -0.09 -0.35 0.46
O 0.966 -0.018 -4.982 -0.27 0.36 -0.52
H 1.370 0.200 -5.838 -0.42 -0.07 0.40
H -0.006 -0.081 -5.090 0.73 -0.29 0.07
O -2.027 -5.143 2.873 0.20 -0.20 -0.71
H -1.463 -5.438 2.127 -0.02 0.33 0.42
H -2.867 -4.946 2.435 -0.17 0.11 0.18